(1)
{
  "formula": "C3H9NO2P",
  "method": "ωB97M-V/def2-TZVPD",
  "elements": ["H", "H", "H", "C", "H", "C", "H", "O", "H", "H", "P", "C", "O", "H", "H", "N"],
  "positions_angstrom": [[-0.1514, -1.3164, 1.2559], [1.4616, 0.6171, -0.3279], [1.0521, 2.2407, 0.3892], [0.9994, 1.1375, 0.5411], [-1.8262, -0.7352, 1.2173], [-0.8010, -0.3774, 1.3982], [1.4496, 0.7134, 1.4536], [0.5069, -0.7553, -1.2566], [-0.4089, 0.9834, -1.4700], [-1.4591, -0.4859, -0.9085], [0.4074, -2.0516, -2.4566], [-0.6586, 0.1576, -0.8914], [1.7633, -2.3569, -2.6823], [-1.0056, 1.6067, 0.6482], [-0.8101, -0.0518, 2.5380], [-0.5195, 0.6739, 0.5518]],
  "mulliken_charge": [0.358, 0.324, 0.338, -0.718, 0.387, -0.928, 0.353, -0.289, 0.425, 0.480, 0.398, -0.447, -0.318, 0.401, 0.334, -0.098],
  "homo_ev": -14.7,
  "charge": 1
}


(2)
{
  "formula": "C3H9NO2S",
  "method": "ωB97M-V/def2-TZVPD",
  "elements": ["H", "H", "C", "H", "H", "H", "H", "O", "O", "H", "C", "H", "S", "C", "N", "H"],
  "positions_angstrom": [[-0.5054, -1.2822, -1.7375], [0.0103, -0.8065, 1.9684], [-1.0030, 0.5247, -0.4830], [1.7746, 1.2357, 1.6234], [1.1216, 0.0090, -0.5998], [-1.7598, 0.7792, 0.2960], [1.1959, 2.2772, 0.3775], [0.2487, -2.0707, -2.2973], [-1.3996, -0.6074, -1.2466], [-0.6115, -1.4259, 0.6180], [0.8748, 1.4487, 1.0027], [0.7263, -2.6478, -1.6955], [-0.3159, 1.9778, 2.2332], [0.3517, 0.2659, 0.1856], [0.2113, -0.9656, 0.9963], [-0.9200, 1.2879, -1.2414]],
  "mulliken_charge": [0.381, 0.276, -0.559, 0.267, 0.184, 0.267, 0.345, -0.937, -0.770, 0.264, -0.910, 0.213, -0.811, 0.179, -0.689, 0.301],
  "homo_ev": 0.7,
  "charge": -2
}


(3)
{
  "formula": "C3H9NO2S",
  "method": "ωB97M-V/def2-TZVPD",
  "elements": ["H", "C", "H", "O", "H", "H", "H", "N", "H", "H", "O", "C", "C", "H", "S", "H"],
  "positions_angstrom": [[-1.7707, -0.8316, -0.9904], [-0.2578, 0.5195, -0.3474], [0.8091, 0.2995, -0.2750], [2.8439, -0.7355, 1.1810], [-1.2058, 1.2614, 1.3279], [-0.0026, 2.2950, 0.7729], [-0.0803, -2.2168, 1.5155], [-0.7058, 1.6077, 0.5229], [1.9240, -1.0552, 1.2414], [3.2158, -1.2946, 0.5105], [-1.3462, 0.7517, -2.5157], [-1.1223, -0.7435, -0.1215], [-0.5011, 1.0855, -1.7468], [-1.7928, -0.6215, 0.7259], [-0.1811, -2.2537, 0.1760], [0.1738, 1.9321, -1.9772]],
  "mulliken_charge": [0.293, 0.717, 0.117, -0.651, 0.193, 0.231, 0.144, -0.631, 0.218, 0.341, -0.462, -0.788, -0.204, 0.410, -0.232, 0.304],
  "homo_ev": -9.2
}


(4)
{
  "formula": "C3H9NO2S",
  "method": "ωB97M-V/def2-TZVPD",
  "elements": ["H", "H", "H", "H", "C", "H", "O", "N", "S", "O", "H", "C", "H", "H", "H", "C"],
  "positions_angstrom": [[-1.6902, 0.3172, 0.3448], [-3.1446, 1.1666, -1.6398], [-2.3736, 2.1756, -2.5159], [-0.3393, -1.0318, 1.6966], [-1.6516, -0.5545, -0.3861], [1.1507, -1.8903, 1.0495], [-2.6116, 1.9944, -1.5517], [-0.5223, -1.3685, -0.1964], [2.9200, 0.3726, 1.1491], [-2.4709, -0.7310, -1.2413], [0.7278, 1.1315, 1.2766], [1.1104, 0.3382, 0.5885], [0.9092, 0.9349, -0.3821], [-0.2595, -1.9597, -0.8844], [3.5090, -0.2931, 0.1237], [0.3924, -0.9569, 0.8417]],
  "mulliken_charge": [0.219, 0.341, 0.311, 0.321, 0.222, 0.337, -0.663, -0.165, -0.221, -0.575, 0.296, -0.693, 0.412, 0.208, 0.123, -0.473],
  "homo_ev": -9.5
}


| no. | LUMO energy (eV) | DFT total energy (Ha) | frontier orbital gap (Ha) |
| --- | --- | --- | --- |
| 1 | -4.057 | -665.9914 | 0.392 |
| 2 | 6.167 | -723.0559 | 0.202 |
| 3 | 0.566 | -723.0972 | 0.361 |
| 4 | 0.736 | -723.0895 | 0.376 |